## A
The ion C4H12N2O with charge +2. Source: the OMol25 dataset; level of theory: ωB97M-V/def2-TZVPD.

HOMO level: -18.228 eV
Frontier orbital gap: 10.879 eV
Structure (SMILES): [NH3+]CC[C@@H]([NH3+])C=O
E_LUMO: -7.35 eV
Charge: +2

Each atom is followed by the atoms it is bonded to, with distances in Å.
Atoms and positions in Å:
1 C 0.26641 -0.20165 0.83766  H3 1.096, C7 1.544, H10 1.102, C16 1.519
2 H -1.80999 0.08379 0.48696  C7 1.104
3 H 1.14323 0.41769 1.06020  C1 1.096
4 H -1.91271 2.33413 1.00662  N14 1.023
5 H 0.20482 -2.34166 0.49778  C16 1.091
6 N 2.15959 -1.77577 0.31845  H9 1.021, H13 1.026, C16 1.527, H18 1.027
7 C -0.89022 0.66098 0.28885  C1 1.544, H2 1.104, N14 1.505, C19 1.540
8 O -0.58663 0.07091 -1.97698  C19 1.191
9 H 2.41410 -2.66085 -0.12193  N6 1.021
10 H -0.02920 -0.48354 1.86135  C1 1.102
11 H -1.73107 1.68508 -1.52703  C19 1.098
12 H -0.29942 2.62822 0.79535  N14 1.024
13 H 2.32002 -2.04662 1.29547  N6 1.026
14 N -0.97963 1.92605 1.09978  H4 1.023, C7 1.505, H12 1.024, H15 1.023
15 H -0.71792 1.87630 2.08781  N14 1.023
16 C 0.68561 -1.45328 0.08616  C1 1.519, H5 1.091, N6 1.527, H17 1.085
17 H 0.57246 -1.55433 -0.98849  C16 1.085
18 H 2.85945 -1.04641 0.13862  N6 1.027
19 C -1.07514 0.85739 -1.22752  C7 1.540, O8 1.191, H11 1.098

Mulliken atomic charge list, values in e, 6 entries:
1 C -0.944
2 H 0.226
3 H 0.532
4 H 0.401
5 H 0.333
6 N -0.368


## B
The ion C4H12N2O with charge +2. Source: the OMol25 dataset; level of theory: ωB97M-V/def2-TZVPD.

HOMO level: -21.210 eV
Frontier orbital gap: 10.238 eV
E_LUMO: -10.97 eV
Charge: +2

Each atom is followed by the atoms it is bonded to, with distances in Å.
Atoms and positions in Å:
1 O -0.31821 1.74434 1.95809  N9 1.226, C14 1.400
2 H 0.20096 -2.78388 -2.86999  C16 1.089
3 H -0.84022 -0.17114 -0.95199  C13 1.060
4 C 0.37128 -0.10081 0.85748  H5 1.124, H8 1.013, N9 1.427, C13 1.555
5 H 1.47575 -0.01156 1.04809  C4 1.124
6 H 0.68836 0.47202 -1.16066  C13 1.060
7 H -0.99854 2.46140 3.40703  C14 1.095
8 H 0.10770 -0.97729 1.29200  C4 1.013
9 N -0.61782 0.89104 1.13022  O1 1.226, C4 1.427
10 H -2.13708 2.78835 2.04284  C14 1.015
11 N 0.59711 -1.73622 -1.02075  C13 1.527, H15 0.988, C16 1.467, H17 1.078
12 H -0.70693 3.76341 2.25900  C14 1.105
13 C 0.17150 -0.31210 -0.66996  H3 1.060, C4 1.555, H6 1.060, N11 1.527
14 C -1.17748 2.76978 2.37210  O1 1.400, H7 1.095, H10 1.015, H12 1.105
15 H 1.51514 -1.80690 -0.66172  N11 0.988
16 C 0.48967 -1.80798 -2.48230  H2 1.089, N11 1.467, H18 1.119, H19 1.108
17 H -0.11369 -2.44537 -0.62894  N11 1.078
18 H -0.16468 -1.00315 -2.90306  C16 1.119
19 H 1.45718 -1.73394 -3.01750  C16 1.108

Mulliken atomic charge list, values in e, 6 entries:
1 O 0.089
2 H 0.387
3 H 0.575
4 C -0.655
5 H 0.425
6 H 0.496


Least stable = B


## A
The molecule C7H9N3O2. Source: the OMol25 dataset; level of theory: ωB97M-V/def2-TZVPD.

HOMO level: -9.585 eV
Frontier orbital gap: 9.592 eV
Structure (SMILES): [H]/N=N/[C@](O)(OC)c1ccncc1
E_LUMO: 0.01 eV
Charge: 0

Each atom is followed by the atoms it is bonded to, with distances in Å.
Atoms and positions in Å:
1 C -2.73117 0.93334 0.84846  H3 1.092, N7 1.364, C18 1.410
2 N 1.22023 -0.44230 1.07458  C15 1.426, N21 1.244
3 H -3.33045 1.56433 1.50894  C1 1.092
4 H -1.28453 -1.72464 -1.39176  C20 1.059
5 H 2.87433 2.04374 -0.80387  C17 1.011
6 H 2.15099 -1.13345 -1.15466  O9 0.945
7 N -3.53956 0.22687 0.00732  C1 1.364, C14 1.344
8 H -3.45042 -1.27649 -1.46381  C14 1.049
9 O 1.20832 -1.08272 -1.20471  H6 0.945, C15 1.373
10 H 2.97157 1.24397 0.57055  C17 1.063
11 O 1.18105 1.23613 -0.54075  C15 1.517, C17 1.399
12 H 1.93256 -1.82716 2.19765  N21 0.984
13 H 3.16777 0.40506 -0.96885  C17 1.114
14 C -2.93021 -0.67613 -0.77900  N7 1.344, H8 1.049, C20 1.369
15 C 0.76785 -0.19510 -0.25498  N2 1.426, O9 1.373, O11 1.517, C19 1.537
16 H -0.79926 1.43321 1.37882  C18 0.973
17 C 2.57239 1.16273 -0.41086  H5 1.011, H10 1.063, O11 1.399, H13 1.114
18 C -1.32702 0.80838 0.85246  C1 1.410, H16 0.973, C19 1.424
19 C -0.75137 -0.15064 -0.02946  C15 1.537, C18 1.424, C20 1.363
20 C -1.59596 -0.97443 -0.71290  H4 1.059, C14 1.369, C19 1.363
21 N 1.69289 -1.57472 1.27683  N2 1.244, H12 0.984

Mulliken atomic charge list, values in e, 6 entries:
1 C -0.290
2 N 0.121
3 H 0.384
4 H 0.425
5 H 0.430
6 H 0.363


## B
A cluster of 2 separate species, C7H9N3O2 in total. Source: the OMol25 dataset; level of theory: ωB97M-V/def2-TZVPD.

HOMO level (spin up / spin down): -8.319 / -8.318 eV
Frontier orbital gap (spin up / spin down): 8.822 / 8.821 eV
E_LUMO (spin up / spin down): 0.50 / 0.50 eV
Charge: 0

Each atom is followed by the atoms it is bonded to, with distances in Å.
Atoms and positions in Å:
1 C 0.77169 -0.06550 -0.01832  C2 1.473, C3 1.396, C5 1.392
2 C -0.68984 -0.16162 -0.17898  C1 1.473, O7 1.337, O21 1.353
3 C 1.44164 1.10434 -0.37986  C1 1.396, C18 1.383, H19 1.078
4 H -2.75254 -1.40012 -1.08292  C14 1.094
5 C 1.52958 -1.14481 0.42827  C1 1.392, H12 1.077, C13 1.385
6 H -1.75295 1.16340 -1.06387  O7 1.020
7 O -1.20861 0.33611 -1.30673  C2 1.337, H6 1.020
8 H 3.53911 -1.83015 0.77283  C13 1.082
9 H -3.25529 -0.90968 0.56116  C14 1.094
10 H 3.38030 2.01938 -0.54896  C18 1.083
11 N -1.32453 1.33154 1.05244  N17 1.200
12 H 1.05145 -2.06874 0.70877  C5 1.077
13 C 2.90763 -1.00733 0.46337  C5 1.385, H8 1.082, N15 1.322
14 C -2.58403 -1.55462 -0.01358  H4 1.094, H9 1.094, H20 1.087, O21 1.416
15 N 3.54500 0.09900 0.11983  C13 1.322, C18 1.323
16 H -2.36848 2.87096 0.64272  N17 1.026
17 N -1.94313 2.01036 0.28035  N11 1.200, H16 1.026
18 C 2.82136 1.13086 -0.28355  C3 1.383, H10 1.083, N15 1.323
19 H 0.89041 1.96386 -0.72584  C3 1.078
20 H -2.76408 -2.59480 0.24567  C14 1.087
21 O -1.23470 -1.29243 0.32720  C2 1.353, C14 1.416

Mulliken atomic charge list, values in e, 6 entries:
1 C 0.568
2 C 0.542
3 C -0.398
4 H 0.326
5 C -0.317
6 H 0.471


## C
A cluster of 2 separate species, C7H9N3O2 in total. Source: the OMol25 dataset; level of theory: ωB97M-V/def2-TZVPD.

HOMO level: -9.006 eV
Frontier orbital gap: 9.469 eV
Structure (SMILES): C1=Nc2ccnn2C1.CC(=O)O
E_LUMO: 0.46 eV
Charge: 0

Each atom is followed by the atoms it is bonded to, with distances in Å.
Atoms and positions in Å:
1 O 1.09175 -0.06906 1.94119  C20 1.226
2 H 0.94910 0.93890 -0.09386  O16 1.037
3 H 3.28406 -1.38427 2.13715  C18 1.099
4 C -2.23318 -0.94933 0.83923  C7 1.509, N9 1.279, H21 1.137
5 C -0.72360 1.02745 -2.37638  C6 1.410, H11 1.078, N14 1.317
6 C -1.63637 -0.04292 -2.47632  C5 1.410, C8 1.387, H17 1.062
7 C -1.58764 0.41040 0.94564  C4 1.509, H10 1.180, N13 1.404, H19 1.142
8 C -2.13132 -0.24216 -1.19616  C6 1.387, N9 1.386, N13 1.372
9 N -2.54931 -1.26434 -0.35896  C4 1.279, C8 1.386
10 H -2.24851 1.23036 1.47739  C7 1.180
11 H -0.12650 1.37978 -3.20170  C5 1.078
12 H 4.27945 0.00965 1.35836  C18 1.127
13 N -1.55095 0.72928 -0.42089  C7 1.404, C8 1.372, N14 1.368
14 N -0.62746 1.44571 -1.13147  C5 1.317, N13 1.368
15 H 3.46304 -1.02153 0.36030  C18 1.048
16 O 1.88511 0.49202 -0.11419  H2 1.037, C20 1.351
17 H -1.69065 -0.74139 -3.27499  C6 1.062
18 C 3.35906 -0.64089 1.33115  H3 1.099, H12 1.127, H15 1.048, C20 1.499
19 H -0.56236 0.34389 1.44482  C7 1.142
20 C 1.98700 -0.08207 1.10399  O1 1.226, O16 1.351, C18 1.499
21 H -2.63072 -1.56948 1.70569  C4 1.137

Mulliken atomic charge list, values in e, 6 entries:
1 O -0.663
2 H 0.364
3 H 0.278
4 C 0.016
5 C -0.139
6 C -0.776


## D
A cluster of 2 separate species, C7H9N3O2 in total. Source: the OMol25 dataset; level of theory: ωB97M-V/def2-TZVPD.

HOMO level: -9.455 eV
Frontier orbital gap: 9.593 eV
Structure (SMILES): [H]/N=C(/c1ccccc1)[N+](=O)[O-].N
E_LUMO: 0.14 eV
Charge: 0

Each atom is followed by the atoms it is bonded to, with distances in Å.
Atoms and positions in Å:
1 N 1.16686 0.34141 -0.74864  C7 1.226, H21 1.066
2 H -1.03108 1.68297 -0.35762  C19 1.060
3 N 3.98616 0.65313 -1.46941  H6 0.946, H10 1.017, H14 1.040
4 C -3.02356 0.99501 -0.35884  H5 1.098, C13 1.398, C19 1.361
5 H -3.30391 2.05422 -0.43246  C4 1.098
6 H 4.12400 1.55764 -1.23000  N3 0.946
7 C 0.44647 -0.39836 -0.08730  N1 1.226, C9 1.536, N12 1.482
8 O 1.62137 -0.98011 1.71173  N12 1.205
9 C -1.08101 -0.48349 -0.22305  C7 1.536, C16 1.350, C19 1.458
10 H 3.77590 0.70028 -2.46380  N3 1.017
11 H -4.98575 -0.01212 -0.03325  C13 1.164
12 N 1.01527 -1.45323 0.78454  C7 1.482, O8 1.205, O18 1.230
13 C -3.83624 -0.12710 -0.17587  C4 1.398, H11 1.164, C17 1.379
14 H 4.90853 0.17548 -1.42287  N3 1.040
15 H -1.60425 -2.64288 -0.13647  C16 1.089
16 C -1.86042 -1.58510 -0.18311  C9 1.350, H15 1.089, C17 1.432
17 C -3.27629 -1.38527 -0.10342  C13 1.379, C16 1.432, H20 1.068
18 O 1.00762 -2.64624 0.48567  N12 1.230
19 C -1.67514 0.84800 -0.24587  H2 1.060, C4 1.361, C9 1.458
20 H -3.86883 -2.27021 -0.02408  C17 1.068
21 H 2.22909 0.30613 -0.66701  N1 1.066

Mulliken atomic charge list, values in e, 6 entries:
1 N -0.549
2 H 0.377
3 N -0.827
4 C -0.403
5 H 0.330
6 H 0.215


Least stable = D